(1)
ORCA calculation (the ωB97M-V functional and the def2-TZVPD basis) on a cluster of 7 separate species, C20H55ClN7O13 in total.

Atoms and positions in Å:
Cl 0.343 1.070 -0.729
O 1.559 1.400 0.012
O -0.004 -0.334 -0.589
O -0.820 1.809 -0.275
O 0.637 1.288 -2.122
C -3.326 -1.238 2.587
O -1.964 -0.906 2.364
C -1.081 -1.553 3.318
C 0.337 -1.064 3.137
N 1.036 -1.696 2.024
C 1.570 -3.012 2.373
C 2.700 -3.403 1.461
O 2.812 -4.797 1.390
C 3.900 -5.311 0.671
H -3.590 -2.296 2.577
H -3.734 -0.691 1.738
H -3.691 -0.805 3.524
H -1.157 -2.601 3.004
H -1.463 -1.508 4.341
H 0.975 -1.071 4.021
H 0.336 -0.008 2.849
H 0.414 -1.778 1.226
H 0.832 -3.829 2.404
H 1.933 -3.034 3.405
H 3.579 -2.957 1.942
H 2.569 -3.037 0.437
H 4.765 -5.409 1.330
H 4.128 -4.701 -0.210
H 3.719 -6.281 0.202
C 2.920 3.026 3.036
O 2.590 4.402 3.128
C 2.136 5.003 1.930
C 3.179 5.232 0.840
N 2.642 5.572 -0.451
C 1.765 4.561 -1.064
C 1.388 4.863 -2.488
O 0.932 6.188 -2.599
C 0.458 6.464 -3.902
H 2.512 2.583 2.119
H 2.416 2.498 3.844
H 3.999 2.866 2.997
H 1.781 5.978 2.274
H 1.264 4.454 1.561
H 3.869 4.395 0.697
H 3.821 6.065 1.144
H 2.010 6.368 -0.471
H 0.863 4.382 -0.472
H 2.298 3.609 -1.143
H 0.615 4.122 -2.746
H 2.158 4.591 -3.222
H 1.230 6.328 -4.668
H 0.089 7.485 -3.948
H -0.309 5.717 -4.133
C -4.675 -5.101 0.005
O -3.322 -5.270 -0.298
C -2.434 -4.456 0.489
C -2.080 -3.202 -0.291
N -3.241 -2.366 -0.610
C -2.865 -1.103 -1.223
C -3.964 -0.074 -1.453
O -3.969 0.665 -2.689
C -2.903 1.615 -2.729
H -5.275 -5.404 -0.863
H -4.978 -4.081 0.242
H -5.029 -5.833 0.743
H -1.509 -5.002 0.676
H -2.830 -4.209 1.478
H -1.684 -3.632 -1.223
H -1.214 -2.697 0.141
H -3.658 -2.940 -1.340
H -2.215 -1.231 -2.103
H -2.144 -0.650 -0.534
H -3.838 0.764 -0.761
H -4.931 -0.554 -1.299
H -2.876 2.212 -1.809
H -3.085 2.327 -3.529
H -1.977 1.038 -2.753
C -2.058 -2.301 -3.619
O -1.253 -3.177 -3.343
N -3.362 -2.558 -3.953
N -1.770 -0.963 -3.636
H -3.689 -3.485 -3.744
H -4.070 -1.867 -4.106
H -2.543 -0.397 -3.925
H -0.945 -0.573 -3.210
C 4.852 -0.266 0.538
O 5.669 -1.193 0.425
N 5.138 1.013 0.158
N 3.598 -0.413 0.993
H 6.018 1.180 -0.292
H 4.343 1.628 0.155
H 2.807 0.204 0.872
H 3.422 -1.188 1.602
O -1.186 1.728 2.378
H -0.782 2.024 1.551
H -1.433 0.796 2.211

Gap between HOMO and LUMO (eV): 8.459
Charge: -1
Electronic energy (eV): -71193.914

(2)
ORCA calculation (the ωB97M-V functional and the def2-TZVPD basis) on an isolated molecule of C27H27N3O5.

Atoms and positions in Å:
C -4.805 -2.386 1.726
O -5.065 -1.480 0.680
C -4.065 -1.191 -0.191
C -4.375 -0.275 -1.197
C -3.422 0.068 -2.132
C -2.158 -0.492 -2.089
C -1.843 -1.397 -1.082
N -0.551 -1.946 -1.086
C -0.027 -2.896 -0.283
O -0.572 -3.417 0.664
C 1.398 -3.321 -0.709
O 2.424 -2.593 -0.043
C 2.648 -1.334 -0.437
O 1.968 -0.777 -1.271
C 3.804 -0.725 0.254
C 4.638 -1.496 1.064
C 5.733 -0.922 1.679
C 6.011 0.423 1.489
C 5.187 1.196 0.689
C 4.076 0.635 0.073
C 3.244 1.490 -0.845
O 3.579 1.676 -1.997
N 2.187 2.104 -0.269
C 1.722 1.898 1.079
C 0.365 1.174 1.099
N -0.567 1.901 0.273
C -1.922 1.935 0.566
C -2.490 1.134 1.560
C -3.825 1.260 1.896
C -4.640 2.162 1.239
C -4.093 2.951 0.240
C -2.757 2.850 -0.085
C -0.079 2.024 -1.085
C 1.230 2.815 -1.088
C -2.793 -1.749 -0.131
H -4.000 -2.029 2.375
H -4.545 -3.378 1.343
H -5.730 -2.450 2.296
H -5.364 0.152 -1.219
H -3.667 0.776 -2.909
H -1.422 -0.236 -2.837
H 0.082 -1.526 -1.761
H 1.518 -3.219 -1.793
H 1.547 -4.358 -0.402
H 4.420 -2.544 1.197
H 6.377 -1.524 2.303
H 6.872 0.870 1.963
H 5.402 2.243 0.533
H 2.457 1.330 1.651
H 1.594 2.883 1.546
H 0.012 1.153 2.129
H 0.498 0.139 0.746
H -1.897 0.392 2.070
H -4.235 0.636 2.676
H -5.683 2.249 1.499
H -4.712 3.666 -0.283
H -2.354 3.507 -0.841
H -0.822 2.504 -1.716
H 0.142 1.027 -1.493
H 1.641 2.888 -2.096
H 1.074 3.817 -0.673
H -2.524 -2.455 0.634

Structure (SMILES): COc1cccc(NC(=O)COC(=O)c2ccccc2C(=O)N2CCN(c3ccccc3)CC2)c1
Gap between HOMO and LUMO (eV): 7.621
Charge: 0
Electronic energy (eV): -43146.189

(3)
ORCA calculation (the ωB97M-V functional and the def2-TZVPD basis) on a cluster of 2 separate species, C3H9NOSi in total.

Atoms and positions in Å:
C -0.966 -0.466 1.383
N -0.833 -0.756 -0.118
Si -1.093 0.605 -1.065
H -1.273 -1.377 1.841
H -0.010 -0.131 1.692
H -1.650 0.312 1.575
H -1.093 -1.781 -0.579
H 0.181 1.147 -1.351
H -1.792 1.682 -0.397
H -1.587 0.284 -2.342
C 2.126 0.545 -0.359
C 2.013 -0.598 0.236
O 1.757 -1.611 0.633
H 1.784 1.322 0.183
H 2.436 0.825 -1.332

Structure (SMILES): CN[SiH3].C=C=O
Gap between HOMO and LUMO (eV): 9.524
Charge: 0
Electronic energy (eV): -14669.247

(4)
ORCA calculation (the ωB97M-V functional and the def2-TZVPD basis) on an isolated molecule of C9H12O3.

Atoms and positions in Å:
C -0.668 -1.955 0.192
C -0.212 -0.767 -1.726
C 1.322 -0.289 0.576
C 0.694 0.895 -0.168
C 0.113 -1.181 1.086
C -0.653 0.365 -0.722
C 1.596 1.637 -1.129
C -0.398 -1.078 2.560
C -1.921 1.077 -0.768
O -1.620 -2.639 0.509
O 0.087 -0.492 -2.843
O -0.176 -1.975 -1.211
H 2.090 -0.927 -0.112
H 1.945 -0.081 1.442
H 0.456 1.700 0.701
H 1.032 1.963 -2.040
H 2.318 0.994 -1.582
H 2.197 2.390 -0.757
H 0.045 -0.133 3.046
H -0.074 -1.947 3.127
H -1.499 -1.130 2.559
H -2.690 0.324 -0.592
H -2.130 1.283 -1.946
H -1.853 1.963 -0.202

Gap between HOMO and LUMO (alpha / beta) (eV): 8.214 / 8.248
2S+1: 3
Charge: 0
Electronic energy (eV): -15665.766

(5)
ORCA calculation (the ωB97M-V functional and the def2-TZVPD basis) on a structure of composition C19H27Cl4CoN5O2.

Atoms and positions in Å:
Co -0.028 -0.051 0.177
Cl 0.792 -5.008 4.615
C 0.167 -3.623 3.787
C -1.103 -3.151 4.072
Cl -2.087 -3.932 5.261
C -1.589 -2.033 3.384
Cl -3.179 -1.416 3.707
C -0.832 -1.382 2.418
O -1.272 -0.334 1.741
C 0.477 -1.862 2.128
O 1.184 -1.242 1.207
C 0.944 -2.975 2.821
Cl 2.533 -3.552 2.427
N 0.895 2.381 -2.732
C 0.082 2.653 -1.502
C 0.813 3.508 -0.490
C 0.121 3.281 0.863
N 0.352 1.893 1.288
C -1.370 3.614 0.739
C -2.100 2.931 -0.422
N -2.185 1.506 -0.157
C -1.328 3.148 -1.747
H 1.802 1.915 -2.438
H 1.091 3.218 -3.278
H 0.392 1.708 -3.314
H -0.046 1.660 -1.084
H 0.772 4.569 -0.758
H 1.865 3.222 -0.410
H 0.551 3.978 1.589
H -0.329 1.574 1.977
H 1.266 1.788 1.717
H -1.452 4.697 0.610
H -1.879 3.369 1.675
H -3.082 3.409 -0.526
H -2.795 1.004 -0.787
H -2.443 1.264 0.795
H -1.350 4.205 -2.033
H -1.815 2.569 -2.537
N 3.125 1.075 -1.513
N 2.331 0.159 -0.731
H 3.952 0.620 -1.894
H 3.468 1.783 -0.873
H 2.846 -0.267 0.036
H 2.035 -0.604 -1.332
C -0.423 -0.626 -1.832
C -0.270 -2.083 -1.568
C -1.158 -2.743 -0.707
C -0.921 -4.040 -0.285
C 0.206 -4.728 -0.716
C 1.078 -4.106 -1.596
C 0.837 -2.808 -2.022
H -1.445 -0.379 -2.140
H 0.256 -0.335 -2.652
H -2.020 -2.204 -0.324
H -1.610 -4.509 0.407
H 0.403 -5.732 -0.365
H 1.955 -4.634 -1.951
H 1.522 -2.343 -2.728

Gap between HOMO and LUMO (alpha / beta) (eV): 5.532 / 5.616
2S+1: 4
Charge: 0
Electronic energy (eV): -119402.869

(6)
ORCA calculation (the ωB97M-V functional and the def2-TZVPD basis) on a cluster of 2 separate species, C9H14O in total.

Atoms and positions in Å:
C 2.672 0.158 0.587
C 1.791 -0.674 -0.281
C 0.424 -0.825 0.043
C -0.395 -1.632 -0.687
C 0.069 -2.305 -1.825
O -0.736 -3.185 -2.468
C 1.350 -2.014 -2.269
C 2.237 -1.316 -1.428
H 3.234 0.882 -0.002
H 3.429 -0.375 1.175
H 2.199 0.751 1.376
H 0.028 -0.291 0.895
H -1.371 -1.865 -0.274
H -0.269 -3.592 -3.170
H 1.697 -2.228 -3.267
H 3.295 -1.321 -1.641
C -2.448 3.092 1.154
C -2.495 1.840 2.075
H -3.485 3.353 0.972
H -1.908 3.889 1.646
H -1.841 2.900 0.268
H -2.375 2.159 3.120
H -3.483 1.394 2.033
H -1.618 1.203 1.967

Structure (SMILES): Cc1ccc(O)cc1.CC
Gap between HOMO and LUMO (eV): 9.239
Charge: 0
Electronic energy (eV): -11606.902